Record 1
85
Properties=species:S:1:pos:R:3:lowdin_charge:R:1 method="wB97M-V/def2-TZVPD" homo_lumo_gap_ev="7.9 / 4.8" max_force_ev_per_a=0.37 spin_multiplicity=2 lumo_energy_ev="0.34 / -2.71"
Y -0.05472 1.31772 -1.28060 1.2299
C -0.62030 -2.67116 -1.96112 -0.0776
N 0.62643 -1.88404 -1.90468 -0.1487
C 1.18263 -1.69179 -3.26343 -0.1481
C 1.64538 -0.27683 -3.56278 -0.1616
N 0.53085 0.70762 -3.65406 -0.2351
C 1.04391 1.98605 -4.21245 -0.0587
C -0.53900 0.19247 -4.50900 -0.2965
C -0.26595 -0.08924 -5.84434 -0.0456
C -1.23088 -0.62781 -6.67473 -0.0854
C -2.49330 -0.89266 -6.15829 -0.0882
C -2.77100 -0.61129 -4.83443 -0.1167
C -1.80704 -0.05925 -3.97842 -0.6136
S -2.26289 0.31690 -2.32808 0.5960
C 1.56329 -2.54462 -1.03355 -0.2711
C 1.88928 -3.87975 -1.23334 -0.0214
C 2.73212 -4.55746 -0.36471 -0.0454
C 3.27510 -3.90553 0.73989 -0.0709
C 2.98481 -2.57772 0.94432 -0.0958
C 2.14014 -1.86862 0.06098 -0.5567
S 1.92380 -0.20530 0.36131 0.8808
H -0.48825 -3.62531 -2.48394 0.0883
H -1.38759 -2.08852 -2.46095 0.0244
H -0.96023 -2.87520 -0.94656 0.0770
H 0.41346 -1.96689 -3.98547 0.1203
H 2.02929 -2.36410 -3.43349 0.1296
H 2.19718 -0.30007 -4.51084 0.1269
H 2.34664 0.07467 -2.79972 0.1094
H 1.35815 1.86437 -5.25106 0.0869
H 1.89494 2.33048 -3.63328 0.0791
H 0.25591 2.73493 -4.15892 0.0994
H 0.72296 0.10764 -6.24055 0.1092
H -1.00375 -0.83763 -7.71137 0.1003
H -3.26480 -1.31466 -6.78959 0.1024
H -3.75666 -0.80709 -4.43228 0.0974
H 1.47064 -4.40658 -2.08102 0.1170
H 2.96160 -5.59913 -0.54805 0.1102
H 3.92286 -4.43474 1.42552 0.1102
H 3.39811 -2.03819 1.78619 0.1078
O -1.73069 2.90690 0.72267 -0.1207
N -2.68875 2.25272 -0.03795 -0.0465
C -3.42947 1.45032 0.60701 -0.1518
C -3.46696 1.13238 2.05044 -0.1966
C -4.72149 1.16611 2.66394 -0.0317
C -4.86958 0.85136 4.00049 -0.0687
C -3.75876 0.47010 4.74348 -0.0647
C -2.51841 0.41047 4.13583 -0.0791
C -2.35106 0.74177 2.79009 -0.3013
P -0.67012 0.60778 2.05814 1.0724
C 0.24829 1.80435 3.08839 -0.3649
C -0.41385 2.87504 3.68651 -0.0847
C 0.29680 3.84569 4.37708 -0.0706
C 1.67689 3.76467 4.47647 -0.0773
C 2.34598 2.70928 3.87541 -0.0730
C 1.63907 1.74030 3.18216 -0.1373
C -0.20220 -1.05151 2.67188 -0.3975
C 0.54628 -1.32449 3.81222 -0.0874
C 0.86685 -2.63670 4.14048 -0.0751
C 0.43789 -3.68508 3.34045 -0.0862
C -0.32044 -3.42265 2.20635 -0.0800
C -0.63113 -2.11459 1.87521 -0.1211
H -1.33339 3.51079 0.06604 0.0778
H -4.16556 0.96485 -0.02745 0.1122
H -5.58466 1.44981 2.07379 0.1177
H -5.84790 0.89367 4.46088 0.1062
H -3.86012 0.21229 5.78951 0.1068
H -1.65671 0.10049 4.71452 0.1076
H -1.48843 2.96454 3.60428 0.1029
H -0.23473 4.67223 4.83082 0.1045
H 2.23098 4.52836 5.00646 0.1039
H 3.42538 2.64856 3.92296 0.1104
H 2.18494 0.94565 2.69269 0.0503
H 0.88158 -0.51470 4.44710 0.1039
H 1.45156 -2.83713 5.02951 0.1053
H 0.69221 -4.70513 3.59867 0.1042
H -0.66104 -4.23650 1.57820 0.1074
H -1.21204 -1.90293 0.98205 0.0927
F -0.61065 3.18321 -1.76372 -0.4765
F 1.17595 2.82273 0.36782 -0.2475
P 2.60312 3.35245 -0.33548 0.1905
F 2.84423 4.39611 0.82243 -0.0926
F 2.20697 2.14459 -1.51587 -0.3104
F 3.92525 3.68402 -1.14480 -0.1051
F 3.37266 2.20575 0.47576 -0.1817
F 1.77216 4.39038 -1.19600 -0.1122



Record 2
78
Properties=species:S:1:pos:R:3:lowdin_charge:R:1 method="wB97M-V/def2-TZVPD" homo_lumo_gap_ev="7.6 / 6.9" max_force_ev_per_a=0.21 charge=+1 spin_multiplicity=4 lumo_energy_ev="-2.91 / -4.92"
Mo -0.80685 -1.60777 0.28044 1.6529
O -1.63405 -1.49832 3.22840 0.0823
C -1.07296 -0.51276 2.78615 -0.5642
O -1.28386 -0.07164 1.55838 -0.2392
C 0.00704 0.17110 3.58668 -0.0889
C 0.55084 1.53288 3.10281 -0.2367
C 1.14730 2.24532 4.31826 -0.0887
C 2.37581 1.34094 4.60313 -0.0745
C 2.35221 0.39938 3.38523 -0.2441
O 1.73475 1.19053 2.36397 -0.0966
C 1.29602 -0.70405 3.58473 -0.0807
C 1.41668 -1.74822 2.47819 -0.5120
O 2.02076 -2.77566 2.65176 0.1190
O 0.89669 -1.42598 1.28741 -0.2769
H -0.36740 0.23476 4.60808 0.1619
H -0.12073 2.11020 2.47276 0.1480
H 0.45529 2.31140 5.15661 0.1183
H 1.45295 3.25341 4.04215 0.1149
H 2.29522 0.79168 5.54049 0.1212
H 3.30039 1.91358 4.62953 0.1167
H 3.32346 0.04010 3.05353 0.1578
H 1.42743 -1.24293 4.52025 0.1642
C -1.32936 -3.37767 -1.12951 -0.1951
C -2.31640 -3.35464 -0.09965 -0.1616
C -1.69054 -3.67532 1.12151 -0.1172
C -0.31777 -3.86930 0.85821 -0.1159
C -0.09292 -3.69467 -0.53241 -0.1513
H -1.49881 -3.19634 -2.17819 0.0991
H -3.36105 -3.12926 -0.23806 0.1209
H -2.15328 -3.68261 2.09426 0.1193
H 0.45560 -4.05537 1.58778 0.1140
H 0.86377 -3.77071 -1.02553 0.1242
C -5.60831 1.16883 -0.54643 0.0149
N -4.42280 0.40683 -0.91903 -0.1012
C -4.14526 -0.11067 -2.16380 -0.0189
C -2.95434 -0.74623 -2.05597 -0.1144
N -2.48538 -0.60820 -0.76129 -0.0788
C -3.40953 0.08810 -0.10949 -0.1341
H -6.50052 0.57199 -0.72024 0.1015
H -5.65869 2.08454 -1.13124 0.1005
H -5.54463 1.41923 0.50871 0.0988
H -4.81104 0.01539 -2.99946 0.1342
H -2.39799 -1.26051 -2.81930 0.0876
H -3.35069 0.37104 0.92557 0.1407
C -0.02666 4.59541 0.49374 -0.0664
C 1.27768 4.12490 0.44392 -0.0629
C 1.53963 2.85489 -0.04879 -0.0973
C 0.49647 2.04759 -0.49850 -0.3041
C -0.81242 2.53283 -0.44957 -0.1267
C -1.07506 3.79922 0.04498 -0.0737
Ge 0.87639 0.31703 -1.23775 1.1543
C 0.02330 -0.03982 -2.93961 -0.3297
C -0.66442 0.96868 -3.61490 -0.1015
C -1.27213 0.70953 -4.83530 -0.0673
C -1.20953 -0.56271 -5.38871 -0.0652
C -0.52202 -1.57642 -4.72830 -0.0755
C 0.09143 -1.31247 -3.51319 -0.1598
C 2.68710 -0.32330 -1.17408 -0.2952
C 3.42641 -0.21854 0.00502 -0.1042
C 4.74391 -0.64131 0.04195 -0.0537
C 5.33601 -1.17369 -1.09661 -0.0608
C 4.61316 -1.27311 -2.27721 -0.0688
C 3.29227 -0.85034 -2.31731 -0.1006
H -0.22932 5.58658 0.87850 0.1101
H 2.09224 4.74622 0.79176 0.1132
H 2.55900 2.49140 -0.07075 0.1042
H -1.63208 1.91027 -0.79033 0.0799
H -2.09110 4.17082 0.08100 0.1059
H -0.71861 1.96598 -3.19320 0.1014
H -1.79090 1.50244 -5.35828 0.1121
H -1.68285 -0.76306 -6.34107 0.1118
H -0.45650 -2.56378 -5.16754 0.1139
H 0.63267 -2.10549 -3.00870 0.0922
H 2.95661 0.19252 0.88724 0.0696
H 5.31212 -0.56183 0.95987 0.1109
H 6.36435 -1.50890 -1.06462 0.1112
H 5.07861 -1.67220 -3.16858 0.1094
H 2.74721 -0.91174 -3.25046 0.0912



Record 3
79
Properties=species:S:1:pos:R:3:lowdin_charge:R:1 method="wB97M-V/def2-TZVPD" homo_lumo_gap_ev="6.1 / 4.8" max_force_ev_per_a=1.91 charge=+4 spin_multiplicity=4 lumo_energy_ev="-12.43 / -13.64"
Mn 1.13625 1.54019 -0.92539 0.6477
O 2.20645 -0.87881 2.25411 0.1304
C 2.89695 0.57949 0.85491 -0.3798
O 1.76415 1.37659 0.82901 -0.2321
C 3.80255 1.04119 -0.25679 -0.1034
C 5.18075 1.16809 -0.35879 0.0908
C 5.70365 1.70679 -1.53409 0.0547
C 4.86005 2.12829 -2.56149 0.0853
C 3.48965 1.96099 -2.38909 -0.1038
N 3.00425 1.41739 -1.25909 0.0523
C 2.32905 2.35639 -3.24119 -0.3384
O 2.39945 2.91589 -4.39849 0.2843
O 1.21555 2.11119 -2.72709 0.0088
H 1.34495 -0.47031 2.48861 0.1812
H 5.82705 0.88169 0.45461 0.1336
H 6.77275 1.81169 -1.64209 0.1465
H 5.26845 2.59889 -3.44369 0.1442
H 3.26825 3.10049 -4.79759 0.1836
C -5.93525 -3.64911 0.55611 -0.2738
S -4.19695 -4.01921 0.65281 1.2097
C -3.45795 -2.61511 1.56371 -0.3695
C -2.43085 -1.89251 0.68281 -0.2284
C -1.48175 -1.01491 1.52071 -0.2083
N -0.54005 -0.17291 0.76041 -0.3691
P -0.94265 1.43459 0.07251 1.0251
C -2.63245 1.31149 -0.54879 -0.3544
C -2.86295 0.60959 -1.73499 -0.1099
C -4.14625 0.53869 -2.24309 -0.0485
C -5.19055 1.18219 -1.58589 -0.0235
C -4.95975 1.86459 -0.39969 -0.0307
C -3.67975 1.94529 0.12021 -0.0551
C -0.93065 2.81029 1.24811 -0.3791
C -0.87215 4.02059 0.52741 -0.1076
C -0.91705 5.22829 1.19481 -0.0326
C -1.00425 5.23819 2.58301 -0.0158
C -1.05915 4.04309 3.29661 -0.0355
C -1.00655 2.82379 2.63821 -0.0763
P 0.73325 -0.63961 -0.29949 1.0950
C 0.38815 -2.23031 -1.07999 -0.3737
C 0.38895 -3.42461 -0.35179 -0.1145
C 0.08805 -4.60791 -1.00219 -0.0330
C -0.21175 -4.60761 -2.35959 -0.0098
C -0.19055 -3.42371 -3.08219 -0.0249
C 0.11605 -2.23161 -2.44799 -0.0768
C 2.32545 -0.89261 0.74961 -0.2897
C 3.23735 -1.97521 0.30811 -0.0183
C 4.42425 -2.24561 0.87111 0.0045
C 5.07145 -1.50681 1.93811 -0.0153
C 4.60205 -0.41691 2.55541 0.0158
C 3.26225 0.19329 2.31081 -0.0531
H -6.49575 -4.49101 0.97251 0.0895
H -6.21365 -3.58921 -0.49839 0.0833
H -6.19465 -2.73391 1.07721 0.0680
H -2.96525 -3.06271 2.43011 0.1089
H -4.24615 -1.95101 1.91031 0.1025
H -2.95085 -1.28041 -0.05299 0.0993
H -1.83735 -2.63421 0.14951 0.0751
H -0.90295 -1.66991 2.17871 0.1219
H -2.06825 -0.33021 2.14371 0.1301
H -2.02765 0.13829 -2.24139 0.0973
H -4.33565 0.01129 -3.16529 0.1213
H -6.18265 1.17219 -2.01419 0.1282
H -5.77575 2.35289 0.11191 0.1277
H -3.49725 2.48809 1.03521 0.1138
H -0.82665 3.99299 -0.56009 0.1067
H -0.88655 6.15789 0.64411 0.1276
H -1.02965 6.17989 3.11111 0.1292
H -1.15295 4.06549 4.37161 0.1244
H -1.05055 1.90579 3.20441 0.1026
H 0.63025 -3.42611 0.70301 0.1216
H 0.10035 -5.53641 -0.45199 0.1287
H -0.44535 -5.53721 -2.85449 0.1322
H -0.40305 -3.43581 -4.13919 0.1288
H 0.16885 -1.30111 -2.99859 0.1051
H 2.89275 -2.56371 -0.52929 0.1127
H 4.99215 -3.08251 0.48621 0.1380
H 6.04415 -1.87291 2.23581 0.1385
H 5.19215 0.05939 3.32361 0.1407
H 3.01005 0.94999 3.05531 0.1876